Entry 1:
{
  "formula": "CHF2O2S",
  "method": "wB97M-V/def2-TZVPD",
  "species": ["F", "F", "O", "O", "S", "C", "H"],
  "positions_angstrom": [[-3.223, -0.964, -0.927], [-2.288, 0.603, 0.099], [2.563, 1.562, -0.260], [3.715, 0.041, 1.432], [2.638, 0.279, 0.413], [-1.986, -0.461, -0.726], [-1.417, -1.061, -0.032]],
  "forces_ev_per_angstrom": [[0.1280, -0.9012, -0.9946], [0.7107, 0.7031, -0.7398], [0.3251, 2.0195, -0.7024], [-0.2462, 0.5574, -0.4303], [-0.1173, -2.5961, 1.1030], [-1.5843, 1.2616, 2.3159], [0.7841, -1.0444, -0.5518]],
  "lowdin_charge": [-0.031, -0.056, -0.664, -0.692, 0.521, -0.160, 0.082],
  "lumo_energy_ha": [0.137, 0.062],
  "e_homo_ev": [-5.1, -1.2],
  "molar_mass_g_mol": 115.1,
  "orbital_gap_ev": [8.850, 2.870],
  "e_above_lowest_kj_mol": 229.2,
  "charge": -1
}



Entry 2:
{
  "formula": "C20H23IrN5OS2",
  "method": "wB97M-V/def2-TZVPD",
  "species": ["H", "N", "S", "N", "S", "C", "C", "H", "O", "C", "C", "C", "H", "H", "C", "H", "C", "C", "H", "C", "H", "H", "N", "C", "H", "H", "C", "H", "N", "C", "C", "H", "C", "H", "C", "C", "H", "N", "H", "H", "H", "H", "C", "C", "Ir", "H", "H", "H", "C", "H", "H", "C"],
  "positions_angstrom": [[5.491, 2.689, 0.461], [1.696, 4.029, -1.938], [-0.057, -1.312, 2.295], [2.878, 2.099, -1.512], [-0.224, 1.039, -0.051], [1.920, 2.749, -2.129], [4.235, -0.435, -0.361], [-0.816, 3.324, 1.368], [-6.700, -2.953, -0.836], [-5.830, -3.201, 0.231], [2.732, -2.619, -1.079], [4.874, -1.632, -0.707], [5.960, 0.434, 0.537], [0.912, 3.250, 1.684], [-4.917, -1.977, 0.454], [1.288, 2.204, -2.813], [3.522, 4.114, -0.448], [0.034, 0.380, 2.602], [-4.531, -1.388, -2.859], [-2.975, -1.808, -0.899], [-5.533, -1.116, 0.730], [-5.433, -3.630, -2.314], [-4.244, -1.680, -0.800], [4.113, -2.724, -1.084], [-5.220, -4.096, 0.036], [2.295, 0.443, -0.064], [2.843, -0.441, -0.357], [-0.603, 1.338, 4.413], [-1.812, -1.885, -0.946], [5.021, 0.712, 0.072], [-0.052, 2.814, 1.953], [2.235, 5.765, -1.009], [-6.032, -2.748, -2.049], [5.950, -1.694, -0.687], [4.771, 2.029, -0.004], [3.691, 2.735, -0.675], [-6.802, -2.592, -2.807], [2.111, -1.501, -0.692], [-5.728, -0.614, -1.786], [-4.186, -2.172, 1.238], [-6.453, -3.371, 1.112], [0.283, -0.175, 4.649], [2.470, 4.713, -1.123], [-5.118, -1.509, -1.949], [0.015, -1.528, -0.158], [2.118, -3.453, -1.389], [4.174, 4.664, 0.214], [4.569, -3.655, -1.377], [-0.067, 1.356, 1.628], [1.137, 1.305, 4.175], [-0.229, 3.001, 3.006], [0.222, 0.726, 4.042]],
  "forces_ev_per_angstrom": [[0.0127, 0.0042, 0.1708], [-0.6454, 1.1505, -0.5579], [0.2104, -0.0158, -0.8206], [0.3345, -1.1647, -0.4611], [0.1098, -0.8358, 0.5384], [0.2304, -0.5550, 0.6291], [0.7183, 0.8859, 0.2473], [0.0180, 0.0859, 0.0393], [-0.4594, -0.0132, 0.0238], [0.3378, 0.3078, 0.3710], [0.1891, -0.1482, -0.0951], [0.0372, -0.7615, -0.0063], [0.2461, 0.0245, -0.2132], [0.0503, 0.0467, 0.0271], [-0.7718, -0.7489, 0.6682], [-0.0546, -0.0284, -0.1253], [0.3584, -0.3265, -0.0068], [-0.0367, -0.8091, -0.0118], [0.0341, 0.0390, 0.0734], [1.0420, 0.1983, -0.1050], [0.1414, -0.0340, -0.0518], [-0.0109, 0.0222, -0.0226], [0.0646, 0.1060, 0.0033], [0.5513, 0.3110, 0.0173], [-0.0183, 0.0663, 0.0398], [-0.0931, -0.2054, 0.2061], [-0.8307, 0.5165, -0.1165], [-0.0306, -0.0061, -0.0037], [-0.7520, -0.2153, 0.0239], [-0.2389, -2.4692, -0.1364], [-0.0712, 0.1488, 0.1835], [0.1183, 0.0312, 0.0305], [0.3239, 0.3850, -0.2136], [0.1636, -0.0466, -0.0191], [-0.7807, 1.9327, -0.0870], [0.3529, 0.3515, 0.0506], [0.1531, 0.0063, 0.0057], [-0.2997, 0.3289, 0.2340], [0.1387, -0.1080, -0.0158], [0.0090, 0.0658, -0.0546], [0.1464, -0.0111, -0.0618], [0.0173, 0.0937, 0.0107], [-0.1954, 0.1582, 0.2283], [-0.8601, -0.2060, -0.7539], [0.1026, 1.0729, 0.9780], [-0.1147, 0.0007, 0.0792], [0.0073, 0.0581, 0.0646], [0.1059, -0.0682, -0.0535], [-0.0501, 0.2480, -1.2710], [0.0350, 0.0187, 0.0399], [-0.0131, 0.1096, 0.0795], [-0.0332, 0.0025, 0.2014]],
  "lowdin_spin": [0.005, 0.100, 0.434, 0.103, 0.486, 0.007, 0.081, 0.005, 0.000, 0.001, 0.139, 0.054, 0.006, 0.005, 0.005, 0.000, 0.103, 0.240, 0.000, 0.080, 0.001, 0.000, 0.025, 0.011, 0.000, 0.008, 0.127, 0.009, 0.100, 0.141, 0.020, 0.000, 0.002, 0.001, 0.176, 0.035, 0.000, 0.090, 0.000, 0.000, 0.000, 0.004, 0.001, 0.005, 2.136, 0.014, 0.003, -0.001, 0.190, 0.010, 0.002, 0.034],
  "lumo_energy_ha": [-0.267, -0.386],
  "spin_multiplicity": 6,
  "s_squared": 8.8045,
  "e_homo_ev": [-13.1, -13.9],
  "molar_mass_g_mol": 605.8,
  "orbital_gap_ev": [5.825, 3.431],
  "charge": 2
}



Entry 3:
{
  "formula": "C6H8O6Pt",
  "method": "wB97M-V/def2-TZVPD",
  "species": ["O", "O", "O", "C", "H", "H", "H", "H", "O", "H", "C", "C", "H", "O", "C", "C", "C", "H", "O", "H", "Pt"],
  "positions_angstrom": [[-1.135, 0.425, 1.440], [0.323, 1.355, -0.036], [2.483, 0.019, -0.233], [-2.966, 0.465, 0.004], [-3.014, -0.054, 2.151], [-2.233, -1.295, 1.116], [1.458, -1.762, -0.581], [-3.795, 1.148, 0.221], [3.893, -1.530, 0.642], [0.695, 0.668, -2.333], [0.540, -0.078, -1.550], [-2.409, -0.222, 1.255], [-3.250, -0.237, -0.785], [-1.851, 1.239, -0.476], [1.747, -0.843, -1.110], [3.314, -0.485, 0.794], [-0.876, 1.216, 0.413], [2.410, -1.099, -1.951], [3.284, 0.367, 1.740], [-0.379, -0.661, -1.626], [1.761, 1.363, 0.902]],
  "forces_ev_per_angstrom": [[1.0272, 1.1514, -0.0848], [-9.6754, 2.3871, -2.6801], [2.3005, -2.6989, -2.9059], [-0.7546, -0.0793, 0.2032], [0.1855, -0.0500, -0.2195], [0.0975, 0.3127, 0.0918], [0.3132, 0.2596, -0.0206], [0.2134, -0.1564, -0.1113], [-1.0462, 1.5827, 0.3567], [-0.1899, -0.1027, 0.3956], [0.5160, -1.6485, -2.2707], [-0.7242, -0.2121, 0.1379], [0.0936, 0.2521, 0.1434], [1.0126, 0.9865, 0.5135], [-0.6629, -0.7655, -0.5442], [2.7329, -3.9252, -0.8833], [-1.2225, -2.9049, -1.5696], [-0.1633, 0.0423, 0.2604], [-0.5241, 1.1244, 0.9044], [0.1678, 0.3237, 0.1138], [6.3029, 4.1208, 8.1695]],
  "lowdin_spin": [0.048, 0.224, 0.188, 0.004, 0.001, 0.002, 0.001, 0.000, 0.033, 0.022, 0.604, 0.006, 0.001, 0.024, 0.098, 0.008, 0.155, 0.025, 0.160, 0.030, 1.367],
  "lumo_energy_ha": [-0.175, -0.238],
  "spin_multiplicity": 4,
  "s_squared": 3.7614,
  "e_homo_ev": [-12.3, -14.6],
  "molar_mass_g_mol": 371.2,
  "orbital_gap_ev": [7.573, 8.137],
  "e_above_lowest_kj_mol": 58.7,
  "charge": 1
}



Entry 4:
{
  "formula": "C4H9NO",
  "method": "wB97M-V/def2-TZVPD",
  "species": ["H", "C", "H", "H", "O", "C", "C", "H", "H", "C", "N", "H", "H", "H", "H"],
  "positions_angstrom": [[1.771, 1.408, -1.640], [-0.004, 0.748, 0.332], [0.659, 1.599, 0.153], [0.332, -0.192, 2.379], [0.945, 1.691, -2.047], [0.583, -0.257, 1.320], [-1.320, -1.245, 0.255], [0.341, 0.995, -1.762], [-0.058, -0.939, -1.555], [-0.280, -0.572, -0.543], [0.090, -1.449, 0.596], [-1.807, -2.152, -0.085], [1.674, -0.256, 1.198], [-1.950, -0.579, 0.842], [-0.973, 1.199, 0.557]],
  "forces_ev_per_angstrom": [[0.0596, 0.1607, -0.2032], [-0.2032, -0.1398, 0.0327], [-0.1087, -0.6174, -0.5367], [-0.0927, -0.0686, 0.0256], [0.3026, -0.0097, -0.5538], [0.0929, 0.0345, 0.4423], [-0.2691, -0.1041, 0.1412], [0.0525, 0.3507, -0.3391], [0.0378, 0.7076, 0.3166], [-0.0767, 0.2033, -0.0562], [0.0772, -0.2062, 0.2169], [0.1382, 0.1399, -0.1459], [-0.2305, -0.0265, 0.2433], [0.0860, -0.3046, 0.1854], [0.1343, -0.1199, 0.2308]],
  "lowdin_charge": [0.044, -0.127, 0.095, 0.110, -0.076, -0.185, -0.130, -0.022, 0.138, -0.238, -0.043, 0.107, 0.116, 0.109, 0.102],
  "lumo_energy_ha": 0.034,
  "e_homo_ev": -9.5,
  "molar_mass_g_mol": 87.1,
  "orbital_gap_ev": 10.465,
  "e_above_lowest_kj_mol": 365.4,
  "charge": 0
}



Entry 5:
{
  "formula": "C5H10N2O3",
  "method": "wB97M-V/def2-TZVPD",
  "species": ["H", "O", "O", "C", "C", "H", "H", "H", "H", "H", "N", "H", "H", "C", "C", "O", "N", "H", "C", "H"],
  "positions_angstrom": [[1.380, -0.108, 0.926], [-1.552, 1.262, -2.120], [-0.849, -1.716, 2.351], [0.292, -0.035, 0.969], [-0.287, 1.109, -1.719], [1.146, 0.614, 3.329], [-0.564, -0.996, -2.338], [2.000, -1.119, -1.400], [1.962, 0.370, -1.866], [-0.008, 1.012, 0.983], [1.492, -0.491, -2.003], [0.264, -0.545, 4.358], [-1.632, 2.102, -2.567], [-0.311, -0.904, -0.214], [0.056, -0.411, -1.596], [0.471, 1.975, -1.414], [0.494, -0.188, 3.407], [-1.418, -0.821, -0.091], [-0.063, -0.764, 2.314], [0.285, -1.892, -0.225]],
  "forces_ev_per_angstrom": [[0.1443, 0.4212, -0.2083], [-0.2265, -0.2018, -0.4085], [1.3243, 1.2083, 0.2760], [-0.0720, -2.2643, 0.0970], [-0.0478, -2.3951, 0.3065], [-0.8981, -1.0834, 0.0537], [0.6555, 0.7639, 0.7097], [-0.0300, -0.5550, 0.0700], [0.1363, 1.2318, 0.0916], [-0.0930, -0.1059, -0.0171], [-1.0910, -1.2204, 0.4139], [0.3131, 0.4172, -1.3731], [-0.2675, 0.8732, 0.1043], [1.5517, 0.5780, 0.9458], [0.4095, 1.4171, -1.6654], [0.2024, 0.9155, -0.2741], [0.5558, 0.3416, 1.3359], [0.8825, -1.1961, -0.1457], [-1.4695, 0.0001, -1.0271], [-1.9801, 0.8541, 0.7148]],
  "lowdin_charge": [0.109, 0.128, 0.025, -0.097, -0.511, 0.119, 0.151, 0.061, 0.044, 0.113, 0.059, 0.129, 0.121, -0.139, -0.315, 0.118, 0.129, 0.137, -0.532, 0.151],
  "lumo_energy_ha": 0.024,
  "e_homo_ev": -9.7,
  "molar_mass_g_mol": 146.1,
  "orbital_gap_ev": 10.326,
  "e_above_lowest_kj_mol": 89.4,
  "charge": 0
}



Entry 6:
{
  "formula": "C6H14O2",
  "method": "wB97M-V/def2-TZVPD",
  "species": ["O", "C", "H", "C", "H", "H", "H", "H", "H", "C", "H", "C", "H", "H", "H", "H", "H", "C", "H", "C", "H", "O"],
  "positions_angstrom": [[-0.283, 2.491, -1.185], [-2.247, 1.790, 0.052], [-1.059, -0.744, -1.579], [2.247, -2.053, 0.925], [1.423, -0.154, 1.510], [3.223, -1.802, 1.351], [-2.548, 1.200, -0.820], [0.633, -1.186, -1.849], [-2.783, 2.743, -0.007], [1.464, -0.795, 0.622], [1.932, -0.220, -0.183], [-0.753, 2.020, 0.065], [-0.467, 2.730, 0.847], [-2.563, 1.267, 0.959], [1.711, -2.690, 1.636], [-0.561, 3.416, -1.296], [2.413, -2.638, 0.015], [-0.252, -1.403, -1.247], [-0.538, -2.447, -1.395], [0.004, -1.152, 0.216], [-0.170, 1.083, 0.292], [-0.826, -1.455, 1.071]],
  "forces_ev_per_angstrom": [[0.1217, 0.4638, -0.3658], [-0.1575, -0.1427, 0.1088], [-0.0311, -0.1769, -0.0545], [0.1674, -0.4748, -0.0088], [-0.0575, -0.1392, -0.0894], [-0.1247, -0.0722, -0.0961], [0.1358, -0.0165, 0.1509], [-0.1150, -0.0209, 0.0321], [0.0491, -0.0452, 0.0538], [-1.0892, 0.7240, -0.0774], [0.0035, -0.0540, 0.0858], [0.6017, -0.5818, 0.2954], [-0.1086, -0.0223, 0.1491], [-0.0251, 0.0547, -0.0968], [0.0821, 0.1479, -0.0492], [0.1068, -0.5169, 0.0543], [0.0344, 0.0088, 0.0913], [0.0909, 0.4049, -0.2044], [-0.1279, 0.1476, 0.0763], [0.2133, -1.5466, 1.4663], [-0.7738, 1.0282, -0.3564], [1.0037, 0.8301, -1.1654]],
  "lowdin_charge": [-0.086, -0.084, 0.082, -0.099, 0.114, 0.076, 0.073, 0.081, 0.073, -0.210, 0.109, -0.325, 0.114, 0.079, 0.083, 0.091, 0.078, -0.008, 0.093, -0.467, 0.083, 0.051],
  "lumo_energy_ha": 0.031,
  "e_homo_ev": -9.5,
  "molar_mass_g_mol": 118.2,
  "orbital_gap_ev": 10.373,
  "e_above_lowest_kj_mol": 105.8,
  "charge": 0
}



Entry 7:
{
  "formula": "CH9N2",
  "method": "wB97M-V/def2-TZVPD",
  "species": ["H", "H", "H", "N", "H", "H", "H", "H", "H", "H", "N", "C"],
  "positions_angstrom": [[0.424, 2.051, 1.623], [0.192, 0.259, -0.082], [0.897, 2.726, 0.290], [0.594, 1.835, 0.597], [-1.497, -0.725, 0.732], [1.005, -1.199, -0.857], [-1.674, -2.101, -0.428], [-0.240, -1.998, 0.614], [1.410, 1.140, 0.712], [-0.149, -0.417, -1.706], [0.140, -0.597, -0.770], [-0.917, -1.401, 0.052]],
  "forces_ev_per_angstrom": [[-0.2720, -0.5081, -1.4458], [0.4634, -0.0966, -2.0556], [0.7882, 0.7481, -1.0698], [0.6611, -2.6377, 3.2812], [0.7742, -0.3412, -0.8262], [-1.0896, 1.1636, 0.3694], [1.3760, 1.2206, -0.2666], [-0.0714, -0.7109, 0.9961], [-0.7487, 2.2321, -0.3490], [-0.4624, 0.8711, -0.7884], [-0.6151, -1.6273, 2.1325], [-0.8038, -0.3139, 0.0222]],
  "lowdin_charge": [0.085, 0.085, 0.030, 0.008, 0.108, 0.181, 0.122, 0.071, 0.080, 0.135, 0.107, -0.013],
  "lumo_energy_ha": -0.134,
  "e_homo_ev": -15.8,
  "molar_mass_g_mol": 49.1,
  "orbital_gap_ev": 12.180,
  "e_above_lowest_kj_mol": 126.3,
  "charge": 1
}



Entry 8:
{
  "formula": "C6H10F2S",
  "method": "wB97M-V/def2-TZVPD",
  "species": ["C", "H", "H", "H", "H", "C", "C", "F", "S", "F", "H", "H", "H", "C", "H", "C", "C", "H", "H"],
  "positions_angstrom": [[2.893, 1.011, -0.515], [-3.542, 0.878, 0.928], [2.935, -0.277, 1.138], [-4.004, -0.224, -0.441], [0.601, 0.415, 0.998], [2.490, -0.321, 0.140], [-1.351, -0.886, 0.243], [-1.557, -0.700, 1.627], [-1.883, 0.679, -0.577], [-2.084, -1.969, -0.102], [2.202, 1.143, -1.351], [-4.063, 1.550, -0.618], [3.784, 0.970, -1.004], [-3.580, 0.720, -0.126], [0.239, -2.025, -0.608], [1.029, -0.365, 0.406], [0.120, -1.131, -0.101], [2.870, 1.699, 0.329], [2.901, -1.168, -0.366]],
  "forces_ev_per_angstrom": [[-2.9217, -0.9568, 0.8770], [-0.8030, -0.0973, 0.7937], [0.3310, -0.4265, -0.0023], [-0.5217, -0.0409, 0.2444], [0.2661, 0.7724, 0.5044], [0.4253, 0.5244, 1.2475], [0.5703, 1.1976, 0.4687], [0.1682, -0.4768, -0.9943], [1.5800, -0.6343, -0.7473], [-0.2135, 0.1464, 0.0433], [-0.3748, 0.8810, 0.4217], [-0.0637, 0.1530, -0.1614], [2.9743, -0.1416, -0.7092], [-0.0093, -0.3055, -0.0091], [0.5788, -1.4655, -1.3611], [0.9505, 1.0277, -0.3072], [-2.7272, -0.2462, 0.9782], [-0.1091, 0.7888, -0.8502], [-0.1005, -0.7000, -0.4369]],
  "lowdin_charge": [-0.079, 0.024, 0.109, 0.039, 0.111, -0.232, -0.736, -0.013, 0.913, 0.042, 0.084, 0.038, 0.032, -0.413, 0.098, -0.132, -0.073, 0.086, 0.103],
  "lumo_energy_ha": 0.032,
  "e_homo_ev": -9.1,
  "molar_mass_g_mol": 152.2,
  "orbital_gap_ev": 9.985,
  "e_above_lowest_kj_mol": 0.0,
  "charge": 0
}



| no. | energy (a.u.) |
| --- | --- |
| 1 | -787.04156 |
| 2 | -2024.91549 |
| 3 | -803.64223 |
| 4 | -287.69327 |
| 5 | -531.77096 |
| 6 | -387.46723 |
| 7 | -152.72832 |
| 8 | -832.49186 |